[1]
Formula: C3H2N6O
Source: the OMol25 dataset
Level of theory: the ωB97M-V functional and the def2-TZVPD basis

Element x y z (Å)
C 1.08 -1.36 -0.70
C 0.59 0.65 -0.89
C 0.70 1.49 0.71
N 0.26 -0.48 -1.40
N 1.77 -0.85 0.26
N -1.81 -0.45 1.29
N 0.07 1.87 -0.34
N 1.54 0.49 0.14
N -2.57 -0.39 0.48
O -3.36 -0.31 -0.34
H 1.10 -2.40 -0.95
H 0.63 1.74 1.75

## Properties
* net charge: 0
* energy relative to the best compared isomer or geometry (same formula, charge and spin): 0.0 kJ/mol

Here are the Löwdin charges for atoms 1 to 5, given in e: -0.193 -0.364 -0.092 0.149 0.087



[2]
Formula: C4H14NO2S
Source: the OMol25 dataset
Level of theory: the ωB97M-V functional and the def2-TZVPD basis

Element x y z (Å)
C 0.93 -1.54 -0.72
C 0.05 -0.62 -1.52
S -1.76 -0.95 -1.15
C 1.48 -0.62 0.45
N 1.01 -0.99 1.79
C -0.20 -0.30 2.31
H 0.36 -2.40 -0.36
H 1.77 -1.98 -1.33
H 0.05 -0.56 -2.67
H 0.26 0.51 -1.33
H 2.54 -0.67 0.44
H 1.20 0.37 0.01
H 0.94 -2.02 1.90
H 0.11 0.78 1.97
H -0.54 -0.66 3.30
H -1.16 -0.51 1.78
H -0.73 2.11 -2.56
H -0.84 2.64 -1.16
O -0.42 2.77 -1.98
H -0.99 1.18 0.45
H -2.44 1.53 0.05
O -1.63 1.94 0.30

## Properties
* net charge: -1
* energy relative to the best compared isomer or geometry (same formula, charge and spin): 205.6 kJ/mol

Here are the Löwdin charges for atoms 1 to 5, given in e: -0.306 -0.735 0.158 -0.249 -0.150



[3]
Formula: C4H7BO2
Source: the OMol25 dataset
Level of theory: the ωB97M-V functional and the def2-TZVPD basis

Element x y z (Å)
B 2.02 0.51 -0.19
C 0.42 -0.70 1.27
C -0.51 -0.45 0.40
C -0.24 0.36 -0.91
C -2.04 -0.71 0.43
O 1.11 0.70 -1.14
O 3.27 1.03 -0.19
H 0.61 -0.94 2.29
H -0.53 -0.24 -1.76
H -0.67 1.29 -0.60
H -2.42 0.07 0.96
H -2.20 -1.65 0.98
H -2.40 -0.82 -0.62
H 3.58 1.55 -0.92

## Properties
* net charge: 0
* energy relative to the best compared isomer or geometry (same formula, charge and spin): 303.7 kJ/mol

Here are the Löwdin charges for atoms 1 to 5, given in e: -0.362 0.124 -0.388 -0.157 -0.048



[4]
Formula: C10H12OS
Source: the OMol25 dataset
Level of theory: the ωB97M-V functional and the def2-TZVPD basis

Element x y z (Å)
C -0.35 0.98 -1.52
C 1.17 -0.77 -1.03
C -0.25 -0.04 0.58
C 0.75 0.23 -1.92
C -0.91 0.85 -0.23
C 0.83 -0.81 0.29
C -2.30 -1.34 2.84
C 1.51 0.42 -3.22
C -1.99 1.66 0.43
C 1.34 -1.70 1.35
O -0.33 0.41 3.31
S -1.03 -0.41 2.31
H -0.78 1.68 -2.23
H 1.97 -1.34 -1.54
H -2.41 -1.06 4.02
H 1.98 1.33 -3.08
H 2.28 -0.34 -3.20
H 0.84 0.53 -4.09
H -2.55 2.38 -0.20
H -2.67 0.88 1.00
H -1.57 2.22 1.18
H 0.98 -2.74 1.27
H 2.48 -1.71 1.27
H 1.04 -1.28 2.39

## Properties
* net charge: 0
* energy relative to the best compared isomer or geometry (same formula, charge and spin): 533.5 kJ/mol
* SMILES: C#S(=O)c1c(C)cc(C)cc1C

Here are the Löwdin charges for atoms 1 to 5, given in e: 0.009 -0.004 -0.200 -0.238 -0.239



[5]
Formula: C5H5ClOS
Source: the OMol25 dataset
Level of theory: the ωB97M-V functional and the def2-TZVPD basis

Element x y z (Å)
C 1.51 -0.61 -0.25
C 0.35 -1.44 -0.44
C -1.52 1.32 0.05
C 1.90 0.43 0.50
C -2.05 0.02 0.02
O -2.11 2.36 -0.26
S -1.12 -1.41 0.20
Cl -3.76 -0.35 0.15
H 2.23 -0.94 -1.01
H 0.67 -2.47 -0.83
H -0.47 1.37 0.32
H 2.88 0.79 0.18
H 1.49 0.92 1.38

## Properties
* net charge: 0
* energy relative to the best compared isomer or geometry (same formula, charge and spin): 336.4 kJ/mol

Here are the Löwdin charges for atoms 1 to 5, given in e: -0.267 -0.497 -0.386 0.011 -0.913



[6]
Formula: C40H39ClIN6OP2Pt
Source: the OMol25 dataset
Level of theory: the ωB97M-V functional and the def2-TZVPD basis

Element x y z (Å)
Pt -1.70 -0.02 -0.46
C 2.62 0.05 1.91
N 1.69 0.09 0.76
P 2.31 0.02 -0.90
C 4.02 -0.61 -0.79
C 5.14 0.22 -0.54
C 6.42 -0.34 -0.46
C 6.62 -1.68 -0.81
C 5.51 -2.50 -1.08
C 4.23 -1.99 -1.04
C 2.62 1.71 -1.51
C 2.40 2.05 -2.89
C 2.90 3.21 -3.47
C 3.83 4.00 -2.74
C 3.91 3.81 -1.33
C 3.27 2.72 -0.77
P -0.06 0.35 1.15
C -0.66 -0.66 2.55
C -2.07 -0.79 2.70
C -2.58 -1.53 3.80
C -1.73 -2.18 4.70
C -0.35 -2.11 4.48
C 0.21 -1.34 3.44
C -0.12 1.95 1.89
C 0.86 2.93 1.59
C 0.96 4.12 2.34
C 0.00 4.38 3.29
C -1.06 3.50 3.49
C -1.10 2.29 2.83
H 2.17 0.66 2.72
H 3.63 0.30 1.62
H 2.67 -0.95 2.30
H 5.04 1.30 -0.27
H 7.26 0.27 -0.09
H 7.65 -2.04 -0.74
H 5.68 -3.50 -1.45
H 3.40 -2.68 -1.28
H 1.79 1.41 -3.52
H 2.74 3.52 -4.50
H 4.34 4.83 -3.26
H 4.33 4.55 -0.65
H 3.38 2.60 0.30
H -2.76 -0.29 2.05
H -3.65 -1.73 3.85
H -2.18 -2.77 5.49
H 0.36 -2.73 5.07
H 1.30 -1.18 3.47
H 1.69 2.64 0.95
H 1.81 4.80 2.19
H 0.14 5.21 4.00
H -1.89 3.72 4.15
H -1.95 1.60 2.99
Cl -6.48 4.49 -2.10
C -5.70 2.96 -1.88
C -6.43 1.78 -1.99
C -5.80 0.56 -2.03
I -7.00 -1.09 -2.39
C -4.37 0.47 -1.73
O -3.56 -0.49 -1.72
C -3.75 1.72 -1.32
N -2.45 1.67 -0.94
C -1.69 2.82 -0.87
C -2.28 4.08 -0.93
C -3.65 4.10 -1.23
C -4.37 2.94 -1.45
H -7.50 1.84 -2.09
H -0.61 2.73 -0.70
H -1.72 4.98 -0.74
H -4.14 5.09 -1.26
C -0.29 -2.37 -1.73
N 0.08 -3.77 -2.04
C 0.44 -4.50 -0.76
N -0.67 -4.41 0.25
C -0.96 -2.98 0.53
N -1.36 -2.19 -0.74
C -2.56 -2.95 -1.25
N -2.35 -4.36 -1.62
C -1.19 -4.44 -2.55
C -1.87 -5.05 -0.32
H -0.58 -1.84 -2.65
H 0.66 -1.85 -1.33
H 1.39 -4.08 -0.37
H 0.66 -5.58 -0.93
H -0.02 -2.61 0.96
H -1.81 -2.93 1.25
H -2.93 -2.46 -2.14
H -3.32 -2.89 -0.43
H -1.48 -4.02 -3.52
H -0.99 -5.50 -2.71
H -1.69 -6.12 -0.54
H -2.72 -4.96 0.48

## Properties
* net charge: +1
* multiplicity: 3
* electronic energy: -95539.7285 eV

Here are the Löwdin charges for atoms 1 to 5, given in e: 0.923 -0.148 -0.455 1.021 -0.362